Entry 1:
C30H77N13O6P4 | the ωB97M-V functional and the def2-TZVPD basis

Its net charge is -1. As for the molar mass: 839.93 g mol⁻¹. The value obtained for the HOMO energy (alpha / beta) is -1.83 / -5.65 eV. As for the spin multiplicity: 2. The HOMO-LUMO gap (alpha / beta) is 3.986 / 7.800 eV. As for the expectation value of S²: 0.7653.

Last column: Löwdin spin population.
Element x y z (Å)
1 C 17.7433 -26.1110 8.1344  0.102
2 C 18.5320 -26.9864 7.3902  0.006
3 C 18.1470 -28.2828 7.0635  0.074
4 C 16.8674 -28.8102 7.4472  0.076
5 C 16.1251 -27.9514 8.3042  0.069
6 C 16.6202 -26.7063 8.6631  0.008
7 N 16.2999 -30.0853 6.9409  0.234
8 O 16.8710 -30.5694 5.9730  0.197
9 O 15.4524 -30.6495 7.6262  0.203
10 H 18.1945 -25.1633 8.3889  0.009
11 H 19.4935 -26.6556 7.0262  -0.002
12 H 18.8322 -28.8872 6.4877  0.006
13 H 15.0941 -28.0894 8.5947  0.005
14 H 16.0208 -26.0033 9.2224  -0.002
15 O 24.6210 -30.8140 5.3030  0.000
16 P 23.3484 -30.0675 5.1899  0.000
17 N 22.9561 -29.2397 6.6183  0.000
18 C 23.5497 -29.7428 7.9173  0.000
19 C 21.9709 -28.1592 6.7558  0.001
20 N 22.0406 -31.0756 5.0172  0.000
21 C 20.7061 -30.4936 4.5888  0.001
22 C 22.2637 -32.5279 4.9065  0.000
23 N 23.3044 -28.9748 3.8986  0.000
24 C 23.9267 -27.6003 4.0159  0.000
25 C 23.4950 -29.5504 2.5822  0.000
26 H 23.1938 -30.7399 8.1766  0.000
27 H 23.3943 -28.9610 8.6607  0.000
28 H 24.6137 -29.8228 7.6944  0.000
29 H 20.9810 -28.5436 7.0017  0.001
30 H 21.7656 -27.7396 5.7710  0.000
31 H 22.2534 -27.3981 7.4832  0.000
32 H 20.6337 -29.4190 4.7570  0.000
33 H 20.5683 -30.7462 3.5375  0.000
34 H 19.9086 -30.9606 5.1668  0.001
35 H 21.3824 -33.0878 4.5936  0.000
36 H 22.9676 -32.6767 4.0876  0.000
37 H 22.7339 -32.9383 5.8001  0.000
38 H 25.0109 -27.7055 4.0540  0.000
39 H 23.7376 -26.9097 3.1940  0.000
40 H 23.6664 -27.1960 4.9941  0.000
41 H 24.4929 -29.9889 2.5937  0.000
42 H 23.5466 -28.8177 1.7769  0.000
43 H 22.8454 -30.3872 2.3255  0.000
44 O 20.0655 -25.9743 4.2481  0.000
45 P 19.1611 -25.9110 3.0972  0.000
46 N 18.7508 -27.4788 2.4685  0.000
47 C 19.5798 -28.2844 1.6222  0.000
48 C 17.8291 -28.2085 3.3884  0.001
49 N 19.6941 -25.0236 1.6878  0.000
50 C 19.1523 -25.2158 0.3038  0.000
51 C 20.9829 -24.3282 1.7181  0.000
52 N 17.7026 -25.2260 3.4603  0.000
53 C 16.5056 -25.3176 2.6572  0.000
54 C 17.5982 -24.1540 4.4266  0.001
55 H 20.4486 -28.6561 2.1653  0.000
56 H 20.0311 -27.6884 0.8290  0.000
57 H 19.0690 -29.1541 1.2091  0.000
58 H 17.5423 -27.6472 4.2776  0.001
59 H 18.4287 -29.0150 3.8105  0.000
60 H 17.0097 -28.7038 2.8675  0.000
61 H 19.7381 -25.8042 -0.4023  0.000
62 H 18.2102 -25.7587 0.3801  0.000
63 H 18.8906 -24.2201 -0.0541  0.000
64 H 21.6258 -24.4321 2.5922  0.000
65 H 21.5411 -24.3938 0.7842  0.000
66 H 20.6593 -23.2929 1.8257  0.000
67 H 16.4470 -24.3556 2.1480  0.000
68 H 16.5950 -26.0854 1.8887  0.000
69 H 15.6834 -25.5190 3.3438  0.000
70 H 16.6367 -24.2294 4.9344  0.000
71 H 17.6259 -23.1782 3.9417  0.000
72 H 18.3041 -24.2144 5.2549  0.000
73 O 11.4746 -27.4032 12.9313  0.000
74 P 12.9924 -27.3579 12.8081  0.000
75 N 13.5636 -25.9394 11.9677  0.000
76 C 12.8034 -25.4489 10.7756  0.000
77 C 14.9605 -25.4938 11.9892  0.000
78 N 13.5713 -28.6476 11.8557  0.000
79 C 15.0114 -28.7944 11.7630  0.003
80 C 12.8125 -29.4667 10.9866  0.000
81 N 13.8365 -27.4148 14.3269  0.000
82 C 13.4072 -26.3283 15.3033  0.000
83 C 13.9287 -28.6858 14.9622  0.000
84 H 11.7353 -25.6200 10.9095  0.000
85 H 12.9928 -26.0156 9.8640  0.000
86 H 12.9993 -24.4021 10.5431  0.000
87 H 15.5728 -26.1337 11.3538  0.000
88 H 15.3171 -25.4321 13.0173  0.000
89 H 15.0150 -24.4519 11.6736  0.000
90 H 15.3300 -28.6499 10.7306  0.002
91 H 15.5169 -28.2059 12.5286  0.000
92 H 15.2595 -29.8482 11.8899  0.000
93 H 11.7994 -29.0955 10.8324  0.000
94 H 13.1818 -29.5884 9.9683  0.000
95 H 12.6384 -30.4270 11.4720  0.000
96 H 13.1891 -25.3435 14.8902  0.000
97 H 12.4322 -26.5584 15.7330  0.000
98 H 14.0776 -26.1143 16.1357  0.000
99 H 12.9593 -29.1837 14.9425  0.000
100 H 14.0265 -28.6440 16.0470  0.000
101 H 14.8043 -29.2545 14.6491  0.000
102 O 10.7528 -24.6163 5.7845  0.000
103 P 11.3377 -25.7294 4.9561  0.000
104 N 12.8272 -26.4814 5.4646  0.000
105 C 13.5557 -26.0173 6.7290  0.001
106 C 13.5935 -27.4299 4.6456  0.000
107 N 11.6986 -25.2258 3.3787  0.000
108 C 12.9646 -24.5609 3.0476  0.000
109 C 10.6179 -25.0609 2.4348  0.000
110 N 10.2623 -27.1279 4.7758  0.000
111 C 8.9924 -27.1061 5.5320  0.000
112 C 10.5754 -28.2736 3.9744  0.000
113 H 13.3849 -26.6757 7.5807  0.000
114 H 13.2159 -25.0179 7.0009  0.000
115 H 14.6201 -26.0264 6.4939  0.000
116 H 13.1356 -27.7892 3.7240  0.000
117 H 13.9101 -28.3568 5.1238  0.000
118 H 14.5228 -26.9460 4.3451  0.000
119 H 13.7884 -24.9653 3.6358  0.000
120 H 13.2011 -24.7805 2.0064  0.000
121 H 12.9322 -23.4794 3.1789  0.000
122 H 9.9645 -25.9333 2.4477  0.000
123 H 10.0704 -24.1436 2.6511  0.000
124 H 10.9242 -24.9295 1.3970  0.000
125 H 9.2175 -26.9627 6.5887  0.000
126 H 8.3015 -26.3276 5.2084  0.000
127 H 8.4737 -28.0602 5.4382  0.000
128 H 11.2951 -28.8967 4.5054  0.000
129 H 10.8590 -27.8722 3.0016  0.000
130 H 9.7253 -28.9477 3.8689  0.000


Entry 2:
C43H84IN2 | the ωB97M-V functional and the def2-TZVPD basis

Its net charge is +1. As for the molar mass: 756.06 g mol⁻¹. The value obtained for the HOMO energy is -12.47 eV. The HOMO-LUMO gap is 8.478 eV.

Last column: Löwdin charge in e.
Element x y z (Å)
1 C -4.4299 -0.3102 -3.0595  -0.155
2 C -3.2964 -0.1490 -4.1164  -0.733
3 I -2.8120 -1.9935 -5.1054  0.905
4 C -2.0596 0.6245 -3.5869  -0.155
5 N -0.9779 -0.2204 -3.0564  -0.004
6 C -1.2822 -1.1417 -2.1323  -0.070
7 C -0.3831 -1.9555 -1.5490  0.009
8 C 0.9929 -1.8239 -1.9293  0.036
9 C 1.2801 -0.8662 -2.8794  0.019
10 C 0.2897 -0.0806 -3.4243  -0.147
11 C 0.7256 0.9513 -4.4092  -0.180
12 C 0.5353 2.3205 -4.1494  -0.023
13 C 1.0056 3.1536 -5.1494  -0.037
14 C 1.5972 2.6105 -6.2758  -0.124
15 N 1.7649 1.3227 -6.5815  0.116
16 C 1.3012 0.5525 -5.5955  -0.092
17 H -5.3760 0.0063 -3.5054  0.076
18 H -4.2531 0.3542 -2.2029  0.074
19 H -4.5037 -1.3273 -2.6643  0.061
20 H -3.7289 0.4905 -4.8890  0.074
21 H -2.4105 1.2421 -2.7491  0.140
22 H -1.7351 1.3204 -4.3558  0.121
23 H -2.3180 -1.2305 -1.8193  0.137
24 H -0.6698 -2.6714 -0.7881  0.125
25 H 1.7371 -2.4529 -1.4517  0.128
26 H 2.3184 -0.7223 -3.1592  0.144
27 H 0.0727 2.6497 -3.2237  0.127
28 H 0.9141 4.2309 -5.0531  0.119
29 H 1.9806 3.3153 -7.0169  0.120
30 H 1.3935 -0.5268 -5.7586  0.133
31 C 0.5369 -6.0334 -1.6524  -0.104
32 C 0.1820 -6.4190 -0.2206  -0.263
33 C 1.0561 -5.7219 0.8210  -0.228
34 C 2.5483 -6.0472 0.7428  -0.226
35 C 2.9011 -7.5294 0.8632  -0.259
36 C 2.5010 -8.1387 2.2031  -0.097
37 H 1.5548 -6.3303 -1.9090  0.070
38 H -0.1338 -6.5255 -2.3582  0.074
39 H 0.4463 -4.9526 -1.8002  0.047
40 H 0.2409 -7.5039 -0.1070  0.104
41 H -0.8615 -6.1492 -0.0331  0.104
42 H 0.6814 -5.9694 1.8179  0.105
43 H 0.9336 -4.6357 0.7171  0.095
44 H 3.0620 -5.4953 1.5356  0.081
45 H 2.9564 -5.6657 -0.1993  0.101
46 H 3.9823 -7.6358 0.7418  0.108
47 H 2.4449 -8.0980 0.0483  0.100
48 H 2.9789 -7.6090 3.0295  0.059
49 H 2.8099 -9.1836 2.2503  0.075
50 H 1.4204 -8.1082 2.3538  0.069
51 C 4.6851 -5.3375 4.1305  -0.109
52 C 3.7403 -4.1811 4.4419  -0.264
53 C 4.0146 -2.9324 3.6046  -0.234
54 C 5.3929 -2.3013 3.8092  -0.230
55 C 5.7119 -1.8941 5.2468  -0.268
56 C 4.7724 -0.8248 5.7956  -0.112
57 H 5.7221 -5.0858 4.3573  0.070
58 H 4.4206 -6.2114 4.7281  0.072
59 H 4.6211 -5.6163 3.0767  0.055
60 H 3.7894 -3.9440 5.5078  0.102
61 H 2.7137 -4.5078 4.2484  0.100
62 H 3.2389 -2.1897 3.8157  0.099
63 H 3.9050 -3.1862 2.5435  0.098
64 H 5.4685 -1.4186 3.1652  0.106
65 H 6.1656 -2.9921 3.4594  0.102
66 H 6.7338 -1.5072 5.2756  0.106
67 H 5.6980 -2.7684 5.9026  0.100
68 H 4.8009 0.0743 5.1757  0.073
69 H 5.0664 -0.5434 6.8077  0.071
70 H 3.7407 -1.1780 5.8407  0.064
71 C -8.7635 -1.6364 -1.8444  -0.110
72 C -9.4559 -0.2769 -1.8293  -0.264
73 C -8.4844 0.8984 -1.9188  -0.230
74 C -7.4960 1.0129 -0.7569  -0.243
75 C -8.1289 1.1276 0.6290  -0.269
76 C -8.9854 2.3780 0.8006  -0.107
77 H -8.1060 -1.7644 -0.9823  0.064
78 H -9.5009 -2.4395 -1.8152  0.072
79 H -8.1685 -1.7602 -2.7529  0.069
80 H -10.0757 -0.1909 -0.9332  0.102
81 H -10.1399 -0.2248 -2.6800  0.107
82 H -9.0584 1.8252 -2.0008  0.104
83 H -7.9149 0.8168 -2.8520  0.097
84 H -6.8605 1.8893 -0.9294  0.106
85 H -6.8224 0.1484 -0.7652  0.088
86 H -7.3274 1.1505 1.3729  0.104
87 H -8.7253 0.2388 0.8500  0.101
88 H -8.3976 3.2810 0.6222  0.075
89 H -9.3812 2.4309 1.8156  0.072
90 H -9.8357 2.3820 0.1171  0.068
91 C 4.5955 5.6010 -0.7393  -0.105
92 C 4.4804 4.4684 0.2764  -0.264
93 C 5.0282 3.1359 -0.2347  -0.220
94 C 4.3066 2.5660 -1.4565  -0.219
95 C 2.8075 2.3442 -1.2705  -0.267
96 C 2.4731 1.3295 -0.1823  -0.103
97 H 4.0113 5.3983 -1.6393  0.062
98 H 4.2248 6.5338 -0.3119  0.070
99 H 5.6353 5.7562 -1.0329  0.078
100 H 3.4360 4.3581 0.5856  0.085
101 H 5.0367 4.7476 1.1744  0.109
102 H 4.9981 2.4068 0.5804  0.103
103 H 6.0859 3.2587 -0.4853  0.114
104 H 4.7778 1.6145 -1.7256  0.111
105 H 4.4609 3.2272 -2.3142  0.104
106 H 2.3927 1.9870 -2.2197  0.074
107 H 2.3061 3.2929 -1.0549  0.096
108 H 2.9317 0.3604 -0.3970  0.070
109 H 1.3908 1.1858 -0.1217  0.053
110 H 2.8175 1.6617 0.7974  0.074
111 C -0.8206 3.2129 0.9354  -0.116
112 C -1.4617 4.5964 0.9494  -0.265
113 C -0.4429 5.7309 0.8467  -0.226
114 C 0.5602 5.8093 1.9989  -0.231
115 C -0.0586 5.9537 3.3886  -0.267
116 C -0.8641 7.2376 3.5617  -0.107
117 H -0.1613 3.0648 1.7917  0.071
118 H -1.5884 2.4360 0.9733  0.067
119 H -0.2358 3.0668 0.0216  0.050
120 H -2.0710 4.7090 1.8495  0.102
121 H -2.1509 4.6727 0.1030  0.102
122 H -0.9802 6.6795 0.7654  0.104
123 H 0.1155 5.6228 -0.0904  0.103
124 H 1.2283 6.6570 1.8176  0.111
125 H 1.1985 4.9195 1.9886  0.091
126 H 0.7482 5.9470 4.1260  0.107
127 H -0.6887 5.0896 3.6176  0.098
128 H -0.2424 8.1156 3.3759  0.077
129 H -1.2502 7.3096 4.5792  0.072
130 H -1.7189 7.2733 2.8840  0.066